Record 1
# C20H25BrN5O3PS3V

A structure of composition C20H25BrN5O3PS3V in a non-equilibrium geometry (ωB97M-V with the def2-TZVPD basis set, the Open Molecules 2025 dataset).

Structure (XYZ):
```
59
Properties=species:S:1:pos:R:3:forces:R:3
V 1.012920 0.737112 1.004920 -2.1 0.4 -2.2
C 6.548220 0.860212 0.443220 -0.1 0.0 -0.1
C 5.178920 0.636512 1.021320 -0.3 0.0 -0.5
C 4.978120 0.414412 2.376120 -0.5 -0.1 0.4
C 3.691620 0.260812 2.902920 0.4 0.1 -0.2
C 2.638720 0.374712 2.009220 0.9 -0.2 1.1
Br -0.396680 -0.039188 3.035320 0.0 -0.3 0.6
N 2.865820 0.573112 0.744220 2.2 -0.3 -0.2
C 4.051020 0.686712 0.192020 0.7 0.0 0.2
H 7.307920 0.902412 1.223820 0.0 0.0 0.0
H 6.575620 1.802212 -0.104980 0.1 0.0 -0.1
H 6.808220 0.060712 -0.251480 0.1 0.0 -0.1
H 5.834820 0.371812 3.039720 0.1 0.0 0.0
H 3.540120 0.108012 3.964720 -0.1 0.0 -0.1
H 4.101720 0.838312 -0.879680 -0.1 0.1 0.0
S 1.221920 1.867812 -1.169680 0.2 -0.5 1.5
C -4.129580 2.350312 1.545520 -0.2 0.2 0.1
N -3.095180 3.364212 1.474220 -0.3 0.2 0.1
C -3.111480 3.983612 0.162620 -0.3 0.3 -0.1
N -3.034780 3.040812 -0.940080 -0.3 0.1 0.0
C -4.081180 2.050412 -0.783680 -0.3 0.2 -0.2
N -4.059080 1.356112 0.489920 -0.3 0.0 0.0
C -2.876180 0.511912 0.623620 0.4 -0.6 0.1
P -1.245480 1.439612 0.539020 -1.6 1.5 -0.1
C -1.783780 2.791312 1.739120 0.5 -0.1 0.2
C -1.722180 2.409012 -0.989880 0.5 0.0 -0.2
H -5.105080 2.857512 1.471120 0.1 -0.1 0.0
H -4.056380 1.848912 2.514020 0.0 0.0 0.0
H -2.264480 4.673712 0.095220 -0.1 0.0 0.0
H -4.046980 4.554412 0.056820 0.1 -0.1 0.0
H -3.985280 1.316712 -1.589080 -0.1 0.0 0.0
H -5.050080 2.569112 -0.875580 0.1 -0.2 0.0
H -2.881680 -0.215988 -0.194180 0.1 0.0 0.2
H -2.944480 -0.030088 1.574020 0.1 0.0 -0.2
H -1.054180 3.606012 1.692320 -0.1 -0.2 0.0
H -1.775580 2.393212 2.759820 0.1 0.0 -0.2
H -1.682880 1.724712 -1.846480 0.1 0.2 0.1
H -0.961780 3.185512 -1.144680 -0.2 -0.4 0.0
S 1.588920 5.229812 1.906920 0.2 1.2 0.0
C 1.385020 3.653712 1.736120 -0.3 -1.9 0.4
N 1.186520 2.500712 1.640720 0.5 3.0 1.1
C -1.302780 -6.617788 -2.981080 0.0 0.0 0.1
C -0.690780 -5.385688 -2.382080 0.0 0.1 0.0
C -0.027680 -4.461288 -3.181680 -0.2 -0.2 0.1
C 0.422620 -3.270588 -2.644880 0.1 0.3 0.1
C 0.209920 -2.983888 -1.306280 0.2 0.3 0.2
C -0.408880 -3.916788 -0.488280 0.1 0.2 0.0
C -0.854780 -5.109888 -1.026580 0.0 0.0 -0.2
S 0.643320 -1.326388 -0.709480 -0.6 -1.6 -3.0
O -0.653280 -0.649088 -0.788980 0.4 -0.8 -0.2
O 1.668120 -0.886688 -1.628080 -0.1 -0.9 -0.1
O 1.106420 -1.518688 0.653420 0.0 0.5 0.9
H -0.954480 -6.771588 -3.999280 0.0 -0.1 -0.1
H -2.387180 -6.504788 -3.009180 -0.1 -0.1 0.0
H -1.074880 -7.504188 -2.392480 0.0 -0.1 0.0
H 0.108420 -4.671788 -4.234980 0.0 0.0 -0.1
H 0.931020 -2.530288 -3.245080 0.0 0.0 -0.1
H -0.543280 -3.680088 0.556620 -0.1 0.0 0.1
H -1.363580 -5.831488 -0.400880 0.0 -0.1 0.1
```
Forces are in eV/Å.

The value obtained for the total energy is -6330.60955 a.u. For the LUMO energy (alpha / beta), the calculation gives 0.1536 / 0.1536 Ha. Its spin multiplicity is 2. Its total charge is -2. The HOMO energy (alpha / beta) is -0.49 / -0.15 eV. For the orbital gap (alpha / beta), the calculation gives 4.666 / 4.326 eV.

=====

Record 2
# H22O11

A cluster of 11 separate species, H22O11 in total in a non-equilibrium geometry (ωB97M-V with the def2-TZVPD basis set, the Open Molecules 2025 dataset).

Structure (XYZ):
```
33
Properties=species:S:1:pos:R:3:forces:R:3
O -0.096572 0.548948 0.294654 0.7 -5.6 1.5
H 0.096048 -0.292027 0.884855 -0.3 2.3 -1.8
H -1.056875 0.497220 0.249151 0.0 0.5 -0.1
O 0.423351 -0.304176 -2.402697 0.1 -2.7 3.9
H 0.564682 0.080910 -3.209281 1.2 1.1 -2.8
H 1.153047 -0.919378 -2.113878 -1.0 1.2 -0.9
O 1.965759 3.579707 -1.012807 -2.0 0.6 2.1
H 2.666230 3.326015 -1.540851 2.1 -0.6 -1.9
H 1.384074 4.152636 -1.509521 0.0 0.0 -0.3
O 3.102192 -1.295697 -0.558478 0.7 -2.4 0.7
H 3.412078 -1.473404 0.352069 -0.3 0.2 -0.8
H 2.904344 -0.392953 -0.588149 -0.5 2.3 0.1
O -2.244293 -1.937116 -0.522162 1.1 -0.2 -0.2
H -1.845652 -1.183837 -0.061557 -0.1 -0.1 -0.4
H -1.455089 -2.356569 -0.942947 -0.9 0.5 0.4
O -4.505894 2.117552 0.159825 -0.2 -1.1 -2.0
H -4.213175 1.934048 -0.790338 -0.3 0.7 2.2
H -3.918084 2.732728 0.583819 0.5 0.4 -0.2
O 0.241567 -3.181982 2.057180 -1.2 0.7 0.5
H -0.605405 -2.777768 2.384469 1.0 -0.6 -0.5
H 0.403653 -3.878087 2.700399 0.1 -0.1 0.0
O -0.902985 1.704234 -3.826925 -0.1 -1.8 -1.0
H -0.060153 2.086175 -4.052201 0.5 0.6 0.0
H -0.820991 0.809695 -4.266099 -0.7 1.4 0.7
O 4.354208 -0.531137 3.599627 0.8 1.8 1.5
H 3.948828 -1.102453 2.991017 -0.3 -1.5 -1.0
H 5.208614 -0.850261 3.917620 -0.4 -0.3 -0.5
O -0.322432 2.555202 0.856977 1.8 2.7 1.7
H 0.042495 3.308787 1.362963 0.2 -0.4 -0.3
H -1.170708 2.884245 0.694179 -2.4 0.7 -0.6
O -3.108447 -3.269941 1.789410 1.1 -3.5 0.0
H -2.649700 -4.030654 1.272730 -1.3 1.9 1.4
H -2.894711 -2.540661 1.246946 0.2 1.3 -1.3
```
Forces are in eV/Å.

The value obtained for the total energy is -840.70457 a.u. For the LUMO energy, the calculation gives 0.0026 Ha. Its spin multiplicity is 1. Its total charge is 0. The HOMO energy is -9.91 eV. As for the SMILES: O.O.O.O.O.O.O.O.O.O.O. For the orbital gap, the calculation gives 9.980 eV.

=====

Record 3
# C28H33N3O2RhS2Te

A structure of composition C28H33N3O2RhS2Te (ωB97M-V with the def2-TZVPD basis set, the Open Molecules 2025 dataset).

Structure (XYZ):
```
70
Properties=species:S:1:pos:R:3:forces:R:3
Rh 0.636401 -0.120327 0.425591 0.0 0.0 0.0
C -0.300704 -2.647316 4.332285 0.2 0.0 -0.1
C 0.312814 -1.850402 3.196848 0.1 -0.1 0.2
S -0.528971 -0.510336 2.623729 0.0 -0.1 -0.1
C 1.569410 -2.206613 2.696881 0.0 -0.1 0.2
C 2.298571 -3.412944 3.231553 -0.1 0.1 0.0
S 2.391640 -1.318139 1.472706 -0.2 -0.1 0.1
H -1.314832 -2.317413 4.527919 -0.1 0.0 0.0
H 0.279491 -2.527155 5.251284 0.0 0.0 0.0
H -0.321893 -3.715243 4.099925 0.0 0.1 0.0
H 2.074831 -3.590394 4.284156 0.0 0.0 -0.1
H 3.373566 -3.301226 3.110705 0.0 0.0 0.0
H 1.998665 -4.307202 2.674255 0.0 0.0 0.0
O 1.244706 0.285084 -1.839823 0.2 0.3 -0.1
C 1.877414 -0.217164 -2.773546 0.0 -0.2 0.4
C 2.114533 -1.690746 -2.865293 0.1 -0.1 0.0
C 3.429198 -1.906278 -2.052428 -0.1 0.2 -0.1
C 4.613610 -0.968763 -2.375815 -0.1 0.1 -0.1
C 4.445649 0.510005 -1.938458 -0.1 -0.3 -0.2
C 3.664140 1.372765 -2.952947 0.0 -0.3 0.1
N 2.636582 0.532304 -3.617873 -0.1 0.4 0.2
H 2.243263 -2.005114 -3.903905 0.0 0.0 0.0
H 1.303834 -2.263006 -2.414710 0.0 0.0 0.0
H 3.743552 -2.940149 -2.194048 0.0 0.0 0.0
H 3.185257 -1.791302 -0.994493 0.0 -0.1 0.0
H 4.849592 -1.017827 -3.446348 0.0 0.0 0.0
H 5.485160 -1.379001 -1.866240 0.0 0.0 0.0
H 5.427279 0.956610 -1.770695 0.0 0.0 0.0
H 3.925754 0.533344 -0.974371 0.1 -0.1 -0.2
H 4.319687 1.756364 -3.733521 0.0 0.0 0.0
H 3.186120 2.220953 -2.472863 0.0 0.1 0.1
H 3.030370 -0.026182 -4.353611 0.2 -0.1 -0.1
N -3.444251 -3.664574 -4.294878 0.2 0.0 0.1
C -2.467458 -4.046432 -3.433414 -0.1 -0.1 0.1
O -1.924803 -5.130783 -3.462385 -0.1 0.1 -0.1
C -2.043240 -3.028618 -2.397045 -0.1 -0.1 -0.3
C -1.495229 -3.504807 -1.220452 0.0 -0.1 0.2
C -1.033914 -2.601032 -0.284615 0.0 0.2 0.0
N -1.059567 -1.274661 -0.483277 0.0 -0.3 -0.4
C -1.602321 -0.819965 -1.620110 -0.1 0.0 0.2
C -2.117397 -1.659440 -2.589367 -0.1 0.2 -0.1
H -3.765956 -4.344494 -4.961813 0.0 -0.1 0.0
H -4.007183 -2.847888 -4.140569 0.0 0.0 0.0
H -1.430678 -4.571065 -1.048663 0.0 0.0 0.0
H -0.619951 -2.929468 0.658812 0.1 0.0 0.1
H -1.630955 0.253923 -1.748131 0.1 0.0 0.0
H -2.524840 -1.230059 -3.497550 0.0 0.0 0.1
Te 0.198681 2.543476 0.505807 0.1 0.3 0.2
C 2.112289 3.240000 -0.048585 0.0 -0.1 0.0
C 2.226979 4.445071 -0.732624 0.1 0.0 -0.1
C 3.493750 4.949172 -1.017372 -0.1 0.0 0.0
C 4.627784 4.252965 -0.615316 0.0 0.0 0.0
C 4.502696 3.044397 0.062931 0.0 0.1 0.0
C 3.243506 2.530882 0.342316 0.0 0.2 0.0
C 0.462161 3.081451 2.530112 0.0 0.0 -0.1
C 1.295492 2.325404 3.346878 0.0 0.1 0.1
C 1.556267 2.764369 4.637574 0.0 0.0 0.0
C 0.982766 3.942551 5.105284 0.0 0.0 0.0
C 0.139922 4.682195 4.286786 0.0 0.0 0.0
C -0.124256 4.253371 2.991117 0.0 0.0 0.0
H 1.342669 4.989835 -1.043727 0.1 0.0 0.0
H 3.591265 5.891108 -1.548677 0.0 -0.1 0.1
H 5.613351 4.655936 -0.826552 -0.1 0.0 0.0
H 5.388594 2.497567 0.373680 -0.1 0.1 0.0
H 3.149770 1.587008 0.867302 0.0 0.0 0.1
H 1.727749 1.398773 2.991139 0.0 0.0 0.0
H 2.205039 2.181623 5.281712 0.0 0.0 0.0
H 1.192877 4.283368 6.112509 0.0 0.0 -0.1
H -0.314488 5.595429 4.654270 0.0 -0.1 0.0
H -0.782174 4.831765 2.352405 0.1 0.0 0.0
```
Forces are in eV/Å.

The value obtained for the total energy is -2576.24243 a.u. For the LUMO energy (alpha / beta), the calculation gives -0.0996 / -0.1573 Ha. Its spin multiplicity is 5. Its total charge is +1. The HOMO energy (alpha / beta) is -10.09 / -11.43 eV. For the orbital gap (alpha / beta), the calculation gives 7.379 / 7.144 eV.